14
Properties=species:S:1:pos:R:3 method="wB97M-V/def2-TZVPD" e_lumo_ev=1.129 de_lowest_kcal_mol=25.4 smiles=CNc1cc[nH]n1 e_homo_ev=-7.8 homo_lumo_gap_ev=8.9576 total_charge=0
C 2.29 0.22 0.26
N 1.18 0.33 -0.68
C -0.13 0.22 -0.30
N -1.05 0.80 -1.05
N -2.23 0.21 -0.70
C -2.06 -0.63 0.35
C -0.75 -0.59 0.72
H 1.91 -0.08 1.25
H 2.99 -0.57 -0.07
H 2.82 1.18 0.42
H 1.29 0.57 -1.67
H -3.02 0.86 -0.72
H -2.84 -1.36 0.58
H -0.38 -1.14 1.57